No. 1
{"formula": "CH5BS2", "method": "ωB97M-V/def2-TZVPD", "species": ["B", "C", "S", "S", "H", "H", "H", "H", "H"], "xyz": [[0.87946, -0.78243, -0.02153], [2.00849, 0.25674, 0.07436], [-3.56638, 0.66195, 0.08557], [-0.35422, -1.80260, -0.13121], [2.62305, 0.10246, 0.96132], [1.60297, 1.26747, 0.13832], [2.67374, 0.23146, -0.78698], [-3.41859, -0.64154, 0.31175], [-2.44852, 0.70650, -0.63159]], "mulliken_charge": [0.2458, -0.8003, -0.2480, -0.2651, 0.2718, 0.2835, 0.2798, 0.1207, 0.1117], "spin_multiplicity": 3, "s_squared": 2.0049, "gap_ev": [5.662, 6.256], "charge": 0, "e_homo_ev": [-5.32, -9.80], "de_lowest_kcal_mol": 17.58}



No. 2
{"formula": "C4H8N2", "method": "ωB97M-V/def2-TZVPD", "species": ["C", "C", "N", "C", "C", "N", "H", "H", "H", "H", "H", "H", "H", "H"], "xyz": [[-0.43769, -0.79971, 1.86651], [0.11247, -0.54492, 0.47232], [-0.20817, 0.80766, 0.02377], [-0.20699, 0.99754, -1.41080], [0.85476, 0.27105, -2.15454], [1.66121, -0.34948, -2.70500], [-1.52824, -0.71640, 1.86718], [-0.04415, -0.07392, 2.58565], [-0.16302, -1.80132, 2.21207], [1.19717, -0.73403, 0.43692], [-0.33706, -1.25538, -0.23037], [0.39634, 1.47834, 0.47850], [-0.12417, 2.06293, -1.64570], [-1.17246, 0.65765, -1.79649]], "mulliken_charge": [-1.2254, -0.3704, -0.3275, -0.5497, 0.3754, -0.4074, 0.3133, 0.3046, 0.3604, 0.3098, 0.3588, 0.2628, 0.3456, 0.2498], "gap_ev": 10.509, "charge": 0, "e_homo_ev": -9.64, "smiles": "CCNCC#N", "de_lowest_kcal_mol": 13.61}



No. 3
{"formula": "C6H13O", "method": "ωB97M-V/def2-TZVPD", "species": ["C", "C", "C", "C", "C", "C", "O", "H", "H", "H", "H", "H", "H", "H", "H", "H", "H", "H", "H", "H"], "xyz": [[-1.94122, 0.90033, -1.48397], [-0.56372, 1.12105, -0.86468], [-0.02299, -0.07548, -0.08987], [-0.92459, -0.48568, 1.07045], [1.43203, 0.08708, 0.35351], [2.14985, -1.24506, 0.81175], [3.48626, -1.12695, 0.77874], [-2.65176, 0.70660, -0.68637], [-1.95008, 0.05173, -2.17002], [-2.28576, 1.79891, -2.00392], [0.19009, 1.39873, -1.59878], [-0.60457, 2.00794, -0.21583], [-0.00358, -0.93420, -0.77896], [-1.79310, -1.01098, 0.72478], [-0.39578, -1.18497, 1.71453], [-1.25475, 0.34129, 1.69012], [1.50329, 0.76740, 1.21122], [2.12533, 0.40597, -0.42806], [1.76742, -2.05443, 0.13255], [1.73761, -1.46929, 1.83281]], "mulliken_charge": [-1.2138, -0.6891, 0.9653, -1.6661, -0.8386, -0.3214, -0.8940, 0.2899, 0.3089, 0.3836, 0.3652, 0.3090, 0.1167, 0.4040, 0.4664, 0.3071, 0.2172, 0.2879, 0.1374, 0.0643], "gap_ev": 5.740, "charge": -1, "e_homo_ev": -2.11, "smiles": "CC[C@H](C)CC[O-]", "de_lowest_kcal_mol": 2.74}



No. 4
{"formula": "C29H38Cl2InN3O3S", "method": "ωB97M-V/def2-TZVPD", "species": ["O", "C", "C", "C", "H", "C", "H", "C", "H", "C", "H", "C", "H", "H", "C", "C", "H", "H", "H", "C", "C", "H", "H", "H", "H", "In", "Cl", "Cl", "H", "H", "C", "C", "N", "H", "C", "O", "H", "H", "H", "H", "H", "H", "C", "C", "N", "H", "C", "O", "H", "H", "H", "H", "N", "S", "C", "C", "C", "C", "C", "C", "C", "C", "C", "C", "C", "C", "H", "H", "H", "H", "H", "H", "H", "H", "H", "H", "H"], "xyz": [[0.79900, -0.33026, -3.03183], [-0.29295, 0.26401, -3.18280], [-0.36238, 1.66276, -3.69742], [0.29455, 2.69909, -3.04505], [0.59209, 2.54109, -1.99596], [0.53189, 3.87798, -3.76100], [1.08609, 4.66880, -3.25413], [0.05395, 4.02452, -5.06286], [0.22704, 4.96824, -5.58928], [-0.66891, 2.98379, -5.67163], [-1.06603, 3.10342, -6.67802], [-0.88089, 1.80204, -4.97681], [-1.38776, 0.94554, -5.43602], [-1.15386, -0.31908, -3.67515], [-2.70799, -0.90837, -2.10423], [-1.87249, 0.27320, -1.64757], [-3.43937, -0.63350, -2.90512], [-3.24348, -1.35933, -1.22848], [-2.09101, -1.67129, -2.57872], [-2.45572, 1.53162, -1.65064], [-3.93559, 1.69856, -1.56214], [-1.85692, 2.41637, -1.83846], [-4.34189, 1.99890, -2.54223], [-4.16498, 2.44868, -0.78516], [-4.43103, 0.74360, -1.30323], [-1.43419, 0.16450, 0.46609], [0.06729, 2.16187, 0.31700], [-3.50214, 0.25989, 1.73288], [4.50885, 1.33911, -2.67070], [4.65266, 1.54384, -0.06154], [3.42820, 1.47461, -2.51133], [3.55205, 1.59523, -0.04536], [3.05013, 0.92860, -1.22489], [2.86582, 0.96396, -3.29866], [2.57928, -0.33876, -1.13152], [2.05401, -0.84157, -0.13386], [3.14954, 1.08566, 0.83156], [2.75412, -0.94299, -2.04593], [3.21642, 2.55069, -2.55056], [3.24934, 2.65083, -0.05603], [-0.50587, -5.45550, 0.60573], [1.45012, -5.54324, -1.14642], [-1.02579, -4.85134, -0.15112], [0.84936, -4.84543, -1.76137], [-0.07389, -4.07808, -0.92910], [-1.72302, -4.15127, 0.31899], [-0.06432, -2.73798, -0.86315], [-0.91917, -2.10585, -0.18216], [1.50501, -4.16418, -2.30418], [0.72581, -2.21974, -1.41332], [-1.56999, -5.52357, -0.81981], [0.27168, -5.44026, -2.48685], [-0.41615, -0.64335, 2.23759], [0.85021, -0.22412, 3.12854], [0.34664, 1.18110, 4.12614], [-0.91191, 1.75102, 3.97353], [-1.32970, 2.74922, 4.86984], [-0.46169, 3.17496, 5.87248], [0.82846, 2.62886, 5.99472], [1.24248, 1.64242, 5.10712], [0.84344, -1.59892, 4.25470], [1.62532, -1.51273, 5.41680], [1.53498, -2.52157, 6.36782], [0.66843, -3.60473, 6.14727], [-0.06688, -3.70523, 4.96442], [0.05824, -2.71816, 3.97502], [-1.18389, -0.98467, 2.83870], [-1.57259, 1.38965, 3.18241], [-2.32623, 3.17780, 4.75172], [-0.79691, 3.95113, 6.56276], [1.51259, 2.98196, 6.76992], [2.24890, 1.22799, 5.19454], [2.28114, -0.66123, 5.59711], [2.14300, -2.46851, 7.27123], [0.58684, -4.39213, 6.89314], [-0.72269, -4.55511, 4.77218], [-0.45906, -2.80785, 3.01921]], "mulliken_charge": [-0.6182, -0.0589, 0.4632, 0.7085, 0.3120, -1.2004, 0.4419, -0.5404, 0.3707, -0.6677, 0.3974, -0.4766, 0.3637, 0.0985, -1.6918, 1.1422, 0.3987, 0.3537, 0.4521, -0.7646, -1.5829, 0.5356, 0.3776, 0.3242, 0.3248, 1.2775, -0.5535, -0.4979, 0.3595, 0.3179, -1.0624, -0.8097, 0.5780, 0.3335, -0.4050, -0.5263, 0.0700, 0.6070, 0.3113, 0.2851, 0.3181, 0.3144, -0.9791, -0.9532, 0.2729, 0.2200, 0.5384, -0.7741, 0.2606, -0.0070, 0.3507, 0.3335, -0.3193, 0.2075, 0.8483, -0.0254, -0.8104, -0.4053, -0.8858, -0.4495, 0.8445, -0.4071, -0.8249, -0.4269, -0.7803, -0.1329, 0.3784, 0.0942, 0.4390, 0.3580, 0.3747, 0.6050, 0.1010, 0.3805, 0.3684, 0.3935, 0.4315], "gap_ev": 7.285, "charge": 0, "e_homo_ev": -7.07, "de_lowest_kcal_mol": 85.13}



No. 5
{"formula": "H6O3", "method": "ωB97M-V/def2-TZVPD", "species": ["O", "H", "H", "O", "H", "H", "O", "H", "H"], "xyz": [[-21.41926, -41.97694, 11.26994], [-21.41063, -40.99390, 11.61298], [-21.45753, -42.35781, 12.13956], [-24.31515, -41.74903, 10.98406], [-23.42418, -41.62597, 11.02130], [-24.51646, -40.79902, 10.93777], [-20.06647, -42.90109, 14.55812], [-19.36974, -42.39351, 14.09217], [-20.34191, -42.52773, 15.41530]], "mulliken_charge": [-0.7108, 0.3399, 0.3443, -0.5892, 0.3037, 0.3082, -0.6580, 0.3321, 0.3296], "gap_ev": 11.608, "charge": 0, "e_homo_ev": -11.23, "smiles": "O.O.O", "de_lowest_kcal_mol": 22.30}



No. 6
{"formula": "C5H11N3", "method": "ωB97M-V/def2-TZVPD", "species": ["H", "N", "C", "C", "C", "N", "H", "H", "H", "H", "H", "H", "N", "C", "C", "H", "H", "H", "H"], "xyz": [[1.93599, -1.59294, 0.71075], [1.83507, -0.84024, 1.39432], [1.16214, 0.13847, 0.95745], [1.20656, 0.66178, -0.57542], [2.29908, 1.64861, -0.81721], [0.42336, 0.24996, -1.44821], [-0.33288, -0.38715, -1.03249], [0.96917, 0.95124, 1.66020], [3.26182, 1.16682, -0.64325], [2.21094, 2.48673, -0.12536], [2.24940, 2.00604, -1.84401], [-2.04363, -2.66037, -0.47658], [-1.30276, -2.23332, 0.08884], [-1.50842, -1.03740, 0.40586], [-2.72270, -0.18414, 0.21583], [-0.58506, -0.54567, 1.01505], [-2.42965, 0.86356, 0.32087], [-3.47969, -0.39052, 0.97392], [-3.14874, -0.30145, -0.78057]], "mulliken_charge": [0.2882, -0.5528, -0.3489, 0.8261, -1.1772, -0.8128, 0.4209, 0.4209, 0.3117, 0.3254, 0.3302, 0.2380, -0.5205, -0.0144, -1.0624, 0.3610, 0.2643, 0.3580, 0.3445], "gap_ev": 9.961, "charge": 0, "e_homo_ev": -9.04, "smiles": "[H]/N=C\\C(C)=N/[H].[H]/N=C\\C", "de_lowest_kcal_mol": 66.51}